ORCA calculation (ωB97M-V with the def2-TZVPD basis set) on the molecule C5H10O at a distorted geometry.

## Properties
orbital gap = 11.26 eV
structure (SMILES) = CC[C@H]1O[C@@H]1C
relative energy (zero: lowest compared OMol25 entry of this formula, charge and spin) = 28.6 kcal/mol
F_max = 1.76 eV/Å

Last column: Löwdin charge in e.
Atoms and positions in Å:
C 2.471 0.314 0.231  -0.109
C 1.314 -0.466 -0.400  -0.199
C 0.004 0.045 0.205  -0.278
O -0.597 1.196 -0.407  -0.018
C -1.294 -0.028 -0.466  -0.337
C -2.605 -0.075 0.297  -0.047
H 2.466 0.247 1.322  0.072
H 2.464 1.357 -0.099  0.078
H 3.432 -0.078 -0.149  0.072
H 1.242 -0.299 -1.476  0.113
H 1.377 -1.568 -0.208  0.123
H 0.015 0.112 1.281  0.139
H -1.352 -0.472 -1.450  0.138
H -3.463 0.287 -0.380  0.100
H -2.578 0.534 1.217  0.086
H -2.896 -1.105 0.483  0.066